[1]
This record from the OMol25 dataset describes a structure of composition C13H16ClIN2Ru at a distorted geometry. The level of theory is ωB97M-V/def2-TZVPD.

Summary:
highest occupied orbital energy (alpha / beta): -14.74 / -15.26 eV
energy above the lowest of the compared OMol25 structures with the same formula, charge and spin: 0.0 kJ/mol
largest force on an atom: 0.055 Eh/bohr
HOMO-LUMO gap (alpha / beta): 6.0 / 3.1 eV
<S²>: 6.0726

The geometry in ORCA input format:
```
! wB97M-V def2-TZVPD RIJCOSX def2/J DEFGRID3
* xyz 2 5
C -0.448 -4.527 -3.301
C -1.950 -4.537 -2.996
H -0.227 -3.942 -4.199
H -0.104 -5.556 -3.454
H 0.151 -4.097 -2.487
H -2.347 -3.575 -2.664
H -2.467 -4.822 -3.922
H -2.184 -5.286 -2.229
C 2.637 1.146 -0.419
C 3.366 2.328 -0.482
C 2.801 3.511 0.000
C 1.522 3.469 0.529
H 3.010 0.182 -0.764
H 4.359 2.283 -0.924
H 3.376 4.436 -0.029
H 1.033 4.344 0.954
N 1.371 1.123 0.055
C 0.814 2.261 0.546
C -0.526 2.081 1.046
N -0.997 0.818 0.893
C -2.184 0.476 1.433
C -2.564 2.753 2.131
C -2.998 1.430 2.035
H -2.431 -0.577 1.338
H -3.978 1.121 2.404
C -1.302 3.085 1.649
H -0.889 4.099 1.722
H -3.203 3.507 2.593
Ru 0.329 -0.697 0.156
I 1.435 -2.607 -1.003
Cl 0.769 0.105 3.234
C 1.055 -1.132 1.963
H 2.142 -1.149 1.831
H 0.627 -2.054 2.362
*
```

[2]
This record from the OMol25 dataset describes a structure of composition C13H16ClN3OS at a distorted geometry. The level of theory is ωB97M-V/def2-TZVPD.

Summary:
highest occupied orbital energy: -8.48 eV
energy above the lowest of the compared OMol25 structures with the same formula, charge and spin: 0.0 kJ/mol
largest force on an atom: 0.024 Eh/bohr
HOMO-LUMO gap: 7.8 eV

The geometry in ORCA input format:
```
! wB97M-V def2-TZVPD RIJCOSX def2/J DEFGRID3
* xyz 0 1
C -1.380 1.122 2.295
C -0.836 2.199 1.348
C 0.189 1.741 0.292
C 0.452 2.954 -0.633
C -0.278 0.554 -0.527
C 0.413 -0.623 -0.633
N 1.661 -0.838 0.031
C 1.644 -0.749 1.514
C 2.278 -2.112 -0.286
C 1.700 -3.389 0.288
O 3.267 -2.150 -0.951
C -0.061 -1.637 -1.521
C -1.185 -1.514 -2.244
Cl -1.691 -2.777 -3.318
C -1.970 -0.343 -2.154
N -3.097 -0.059 -2.775
S -3.517 1.418 -2.287
N -2.310 1.735 -1.294
C -1.485 0.690 -1.281
H -2.340 1.452 2.684
H -0.734 0.995 3.159
H -1.569 0.178 1.797
H -1.683 2.669 0.864
H -0.354 2.964 1.953
H 1.136 1.546 0.768
H -0.462 3.462 -0.901
H 1.051 3.662 -0.062
H 1.031 2.656 -1.501
H 2.134 0.164 1.824
H 2.224 -1.555 1.956
H 0.650 -0.807 1.928
H 0.808 -3.157 0.870
H 2.407 -3.844 0.968
H 1.406 -4.062 -0.506
H 0.497 -2.545 -1.663
*
```

[3]
This record from the OMol25 dataset describes an isolated molecule of C13H16F3NO2 at a distorted geometry. The level of theory is ωB97M-V/def2-TZVPD.

Summary:
highest occupied orbital energy: -9.15 eV
energy above the lowest of the compared OMol25 structures with the same formula, charge and spin: 1229.8 kJ/mol
largest force on an atom: 0.278 Eh/bohr
HOMO-LUMO gap: 9.3 eV
SMILES string: CCCNC(=O)c1cccc(COCC(F)(F)F)c1

The geometry in ORCA input format:
```
! wB97M-V def2-TZVPD RIJCOSX def2/J DEFGRID3
* xyz 0 1
C -3.208 -2.889 -1.056
C -3.185 -2.450 0.314
C -3.735 -1.155 0.635
N -2.726 -0.304 0.299
C -1.787 0.430 0.865
O -1.894 0.324 2.100
C -0.663 1.182 0.317
C -0.960 1.986 -0.932
C 0.084 2.855 -1.316
C 1.351 2.578 -0.902
C 1.479 2.100 0.245
C 3.058 2.074 0.913
O 3.353 0.744 1.233
C 3.716 0.172 -0.107
C 4.128 -1.219 -0.164
F 5.314 -1.479 0.813
F 3.181 -2.285 0.671
F 4.430 -1.842 -1.123
C 0.503 1.445 0.921
H -4.030 -2.632 -1.653
H -3.117 -4.083 -1.290
H -2.468 -2.432 -1.617
H -4.064 -3.180 0.785
H -2.370 -2.948 0.677
H -3.827 -0.911 1.528
H -4.582 -0.767 0.093
H -2.446 -0.028 -0.908
H -2.009 1.999 -1.114
H -0.096 3.211 -2.173
H 2.080 3.302 -1.147
H 2.877 2.364 2.128
H 3.607 2.597 0.323
H 2.764 0.099 -0.632
H 4.465 0.523 -0.586
H 0.778 0.617 1.859
*
```

[4]
This record from the OMol25 dataset describes an isolated molecule of C13H16F5N at a distorted geometry. The level of theory is ωB97M-V/def2-TZVPD.

Summary:
highest occupied orbital energy: -9.72 eV
largest force on an atom: 0.120 Eh/bohr
HOMO-LUMO gap: 9.9 eV
SMILES string: FC(F)(F)C(F)(F)/C=N/[C@]12C[C@H]3C[C@H](C[C@H](C3)C1)C2

The geometry in ORCA input format:
```
! wB97M-V def2-TZVPD RIJCOSX def2/J DEFGRID3
* xyz 0 1
F -0.513 3.237 -3.476
C -1.541 3.739 -2.710
F -2.446 4.402 -3.406
F -1.139 4.545 -1.711
C -2.311 2.577 -1.973
F -2.744 1.736 -2.928
F -3.405 3.047 -1.317
C -1.390 1.893 -0.920
N -0.463 0.977 -1.291
C -0.008 -0.038 -0.306
C 0.758 0.663 0.840
C 1.417 -0.353 1.866
C 0.268 -1.091 2.426
C -0.384 -1.966 1.455
C 0.617 -2.876 0.717
C 1.571 -1.950 -0.007
C 2.382 -1.125 0.989
C 0.953 -0.978 -0.985
C -1.049 -0.939 0.387
H -1.682 1.714 0.136
H 0.086 1.419 1.290
H 1.522 1.395 0.409
H 2.017 0.248 2.576
H -0.400 -0.345 2.861
H 0.606 -1.663 3.234
H -1.057 -2.647 1.997
H 0.014 -3.570 0.019
H 1.207 -3.462 1.467
H 2.132 -2.582 -0.620
H 3.034 -0.437 0.398
H 3.035 -1.740 1.536
H 0.458 -1.586 -1.801
H 1.688 -0.319 -1.493
H -1.382 -1.581 -0.415
H -1.850 -0.346 0.755
*
```

[5]
This record from the OMol25 dataset describes a cluster of 2 separate species, C13H16F8N2O2P in total at a distorted geometry. The level of theory is ωB97M-V/def2-TZVPD.

Summary:
highest occupied orbital energy: -13.09 eV
largest force on an atom: 0.085 Eh/bohr
HOMO-LUMO gap: 8.1 eV

The geometry in ORCA input format:
```
! wB97M-V def2-TZVPD RIJCOSX def2/J DEFGRID3
* xyz 1 1
C 5.393 3.805 1.100
C 4.554 2.465 1.033
N 4.766 1.650 1.996
C 3.558 2.134 -0.157
C 2.189 1.743 0.485
C 1.831 0.372 0.892
C 0.536 0.071 1.521
C -0.387 1.246 1.716
N 0.017 2.497 1.313
P -1.118 3.842 1.602
O -0.988 4.883 0.546
C 1.213 2.808 0.708
H 5.189 4.478 0.230
H 6.470 3.479 1.069
H 5.196 4.284 2.092
H 4.214 0.791 1.876
H 3.971 1.333 -0.828
H 3.385 3.077 -0.743
H 2.587 -0.432 0.742
H 0.318 -0.977 1.822
H -1.386 1.042 2.175
H -0.743 4.408 2.866
H -2.437 3.323 1.716
H 1.426 3.857 0.400
C -4.147 -3.100 -0.973
C -3.938 -4.012 -2.195
C -2.922 -5.142 -2.025
F -1.678 -4.677 -1.777
F -2.841 -5.869 -3.164
F -3.636 -3.249 -3.270
F -5.142 -4.587 -2.468
O -3.442 -1.853 -0.967
C -2.135 -1.845 -0.490
C -1.126 -1.441 -1.568
F -1.166 -2.287 -2.610
F 0.145 -1.466 -1.080
F -1.852 -3.027 0.083
F -2.100 -0.932 0.515
H -5.198 -2.804 -0.997
H -4.034 -3.634 -0.028
H -3.213 -5.818 -1.217
H -1.330 -0.434 -1.940
*
```

[6]
This record from the OMol25 dataset describes a structure of composition C13H16IMoN3S at a distorted geometry. The level of theory is ωB97M-V/def2-TZVPD.

Summary:
highest occupied orbital energy (alpha / beta): -14.93 / -15.12 eV
energy above the lowest of the compared OMol25 structures with the same formula, charge and spin: 0.0 kJ/mol
largest force on an atom: 0.071 Eh/bohr
HOMO-LUMO gap (alpha / beta): 4.9 / 6.7 eV
<S²>: 2.3920

The geometry in ORCA input format:
```
! wB97M-V def2-TZVPD RIJCOSX def2/J DEFGRID3
* xyz 2 3
C -2.477 0.545 -3.324
C -3.463 -0.252 -2.472
H -2.342 1.560 -2.883
H -2.974 0.747 -4.297
H -1.523 0.009 -3.485
H -3.487 -0.034 -1.399
H -4.495 -0.064 -2.835
H -3.307 -1.328 -2.608
Mo -0.547 0.210 -1.054
C -1.348 -1.705 -0.761
H -2.098 -1.668 0.053
H -0.448 -2.276 -0.465
H -1.805 -2.184 -1.630
I -0.899 2.805 -1.609
N 2.663 0.085 1.696
C 1.786 0.589 2.660
C 1.972 0.884 3.991
C 0.820 1.241 4.729
C -0.454 1.327 4.112
C -0.612 1.109 2.728
C 0.551 0.762 2.035
N 0.707 0.417 0.676
C 2.008 0.063 0.501
C 2.376 -0.440 -0.751
C 3.459 -1.170 -1.178
S 3.188 -1.806 -2.752
C 1.615 -1.115 -2.783
N 1.305 -0.399 -1.665
H 3.606 -0.302 1.813
H 2.981 0.844 4.396
H 0.905 1.440 5.799
H -1.342 1.550 4.720
H -1.561 1.188 2.171
H 4.356 -1.312 -0.582
H 0.886 -1.321 -3.545
*
```